Here is a molecular structure, C29H41InN4SSi3 from OMol25. Energies are from ωB97M-V/def2-TZVPD.

Output
total energy: -2804.7885 Eh
highest occupied orbital energy: -0.473 Ha
relative energy (zero: lowest compared OMol25 entry of this formula, charge and spin): 1038.5 kJ/mol
net charge: +2
Kohn-Sham gap: 6.800 eV
LUMO: -6.08 eV

Structure (XYZ):
```
79
Properties=species:S:1:pos:R:3:forces:R:3:mulliken_charge:R:1
In 0.027918 0.169988 -0.133731 0.38 0.36 0.09 1.05
C 1.325533 4.290177 -1.749535 0.05 -0.06 -0.12 -1.12
C 1.006518 5.170234 -0.732920 -0.01 0.13 0.04 -0.56
C 0.495632 4.650720 0.434493 -0.02 -0.02 0.03 -1.13
C 0.296940 3.280731 0.561208 0.00 -0.05 0.03 0.11
N 0.577471 2.411243 -0.433277 -0.08 0.38 -0.08 -0.26
C 1.103474 2.947040 -1.563385 -0.16 -0.14 0.05 0.06
C -0.160675 2.781830 1.860238 0.22 0.01 -0.13 1.95
C -0.956642 3.641101 2.871583 -0.13 0.01 -0.07 -1.38
C -2.796311 2.025022 4.276072 -0.08 0.05 0.03 -0.30
C -2.579318 0.642582 4.763895 0.04 -0.14 -0.09 -1.04
C -1.477404 -0.003982 3.897396 0.15 -0.19 -0.26 -0.78
N -1.203129 0.900162 2.837369 0.10 0.35 0.18 1.03
H 1.747368 4.630800 -2.683924 0.00 -0.03 0.00 0.47
H 1.164803 6.234991 -0.842027 0.00 -0.01 0.00 0.48
H 0.267408 5.294655 1.269576 0.01 0.00 -0.03 0.38
H 1.367397 2.274536 -2.354215 -0.03 -0.19 -0.10 0.38
H -1.092655 4.689975 2.654136 0.03 -0.01 0.02 0.41
H -3.594199 2.518012 4.821028 0.03 0.00 0.03 0.60
H -2.877883 0.262246 5.728611 -0.01 0.03 0.00 0.52
H -0.811798 -0.793479 4.191405 -0.06 -0.14 -0.03 0.46
C -0.258316 -4.405721 1.422279 0.08 -0.14 0.04 -0.95
Si 0.340165 -2.652974 1.252251 -0.26 -0.16 -0.08 0.01
C 1.925523 -2.577192 0.247986 0.06 0.04 -0.01 -0.87
C 0.917740 -2.069448 2.926710 -0.10 0.07 0.12 -1.33
C -1.038775 -1.631571 0.377839 -0.07 0.31 -0.15 1.24
Si -1.582850 -2.514867 -1.272087 -0.12 -0.07 0.35 -0.01
C -2.230473 -1.327251 -2.568436 0.04 0.09 -0.03 -0.88
C -2.917070 -3.751418 -0.860852 -0.14 -0.02 -0.09 -1.24
C -0.239569 -3.537657 -2.075441 0.12 -0.05 -0.02 -0.08
Si -2.657089 -1.169881 1.321002 0.10 -0.44 -0.01 -0.71
C -3.405052 -2.599428 2.251438 0.06 0.00 0.10 -1.28
C -3.915291 -0.377969 0.194498 -0.02 0.07 -0.07 -1.18
C -2.337286 0.099307 2.633275 -0.25 0.07 0.20 1.01
C -3.409991 0.859910 3.508280 0.16 0.03 -0.09 -1.54
C -1.667214 3.010104 4.024753 0.01 0.06 0.01 -0.60
C -0.141969 3.019803 4.004914 0.03 -0.13 0.12 -0.69
C 0.685567 2.221440 2.948193 -0.08 0.09 -0.08 -0.45
N -0.110968 1.313471 2.100496 -0.09 -0.23 0.18 -0.48
H 0.513424 -5.007128 1.910989 -0.02 0.02 0.01 0.48
H -0.484502 -4.879831 0.469155 -0.01 -0.04 0.04 0.33
H -1.155629 -4.458070 2.041693 0.02 0.00 0.01 0.26
H 2.677840 -3.155674 0.791543 -0.01 -0.03 -0.01 0.48
H 2.339099 -1.561780 0.167076 -0.06 -0.04 0.09 0.18
H 1.851449 -2.983139 -0.756851 -0.03 -0.03 0.16 0.22
H 1.905303 -2.505110 3.098356 -0.02 -0.02 -0.02 0.58
H 0.273058 -2.429838 3.728100 -0.02 0.02 0.04 0.34
H 1.023511 -0.988361 3.019916 0.03 0.05 0.01 0.24
H -3.232310 -0.960261 -2.351582 0.02 -0.03 0.02 0.39
H -2.291089 -1.867577 -3.518415 0.00 0.02 0.01 0.41
H -1.582909 -0.462520 -2.731052 -0.01 -0.01 -0.06 0.21
H -3.895911 -3.293468 -0.717966 -0.01 -0.04 0.03 0.33
H -2.681710 -4.342676 0.021173 0.01 -0.04 -0.01 0.39
H -3.005685 -4.445957 -1.701137 -0.01 0.04 -0.01 0.47
H 0.629853 -2.961803 -2.369132 -0.17 -0.16 0.06 -0.90
H -0.683492 -3.975505 -2.974357 0.01 0.01 -0.02 0.56
H 0.106136 -4.363729 -1.455808 -0.04 -0.01 -0.01 0.41
H -3.732034 -3.430948 1.638590 -0.06 -0.07 -0.06 0.47
H -4.280560 -2.229016 2.793548 0.03 0.03 0.01 0.45
H -2.702178 -2.976600 2.998632 -0.03 0.01 0.01 0.36
H -4.401288 -1.078655 -0.483446 -0.01 0.00 0.03 0.38
H -3.502015 0.436924 -0.407864 -0.02 0.01 0.04 0.31
H -4.695725 0.050727 0.828759 0.00 0.01 -0.02 0.45
H -4.483096 0.788549 3.399657 0.01 -0.01 0.02 0.48
H -1.883595 3.865827 4.668252 0.00 0.01 0.00 0.57
H 0.408573 3.534715 4.778328 -0.01 0.05 -0.03 0.50
H 1.756567 2.085169 2.992193 -0.01 -0.01 -0.02 0.64
S 1.290233 -0.039200 -2.421918 0.17 -0.06 -0.07 -0.34
C 2.140050 -1.440057 -2.999832 0.10 0.26 -0.02 0.56
N 1.685586 -1.988989 -4.150490 0.14 0.11 -0.14 -0.06
C 2.280455 -3.014469 -4.790566 -0.02 0.02 0.02 -0.28
C 3.420485 -3.565091 -4.272042 -0.01 -0.01 -0.01 -0.69
C 3.942917 -3.020156 -3.097864 0.01 0.01 0.00 -0.35
C 3.314168 -1.962865 -2.468030 0.05 0.01 -0.15 -0.35
H 0.845012 -1.584809 -4.547779 -0.03 0.00 0.03 0.27
H 1.805135 -3.348484 -5.701250 0.02 -0.01 0.00 0.47
H 3.900519 -4.387543 -4.780460 0.00 0.00 0.01 0.46
H 4.857361 -3.421283 -2.680247 0.00 0.00 -0.01 0.48
H 3.721362 -1.518925 -1.574203 0.04 -0.01 -0.04 0.52
```
Forces are in eV/Å.

---

Here is a gas-phase ion, C7H8O4P (charge -1) from OMol25. Energies are from ωB97M-V/def2-TZVPD.

Output
total energy: -913.9020 Eh
highest occupied orbital energy: -0.150 Ha
SMILES string: C=C1C(=O)[P@@](=O)([O-])C(=O)[C@@H]1CC
net charge: -1
Kohn-Sham gap: 7.656 eV
LUMO: 3.58 eV

Structure (XYZ):
```
20
Properties=species:S:1:pos:R:3:forces:R:3:mulliken_charge:R:1
C 0.007006 1.387516 0.514546 -0.62 -0.17 3.51 0.44
C 1.178269 1.565924 -0.356002 0.49 -1.53 0.31 0.15
C 0.655862 -0.751645 0.946355 2.74 -0.59 -2.83 0.05
C 0.035970 2.046737 1.724280 -3.12 -3.38 -2.84 -1.24
C -0.592795 -0.000680 0.509425 -0.88 -0.06 -1.04 0.15
C -1.490821 -1.854422 -1.067560 2.05 -0.10 2.13 -1.35
C -1.214718 -0.382978 -0.877667 0.76 -0.47 0.33 -0.55
O 1.953360 -0.684511 -1.674567 -0.37 -1.14 -1.12 -0.68
O 1.447169 2.619508 -0.840876 0.75 1.42 -0.93 -0.58
O 0.828515 -1.587634 1.781492 -1.00 -0.15 0.87 -0.53
O 3.508002 0.012505 0.286435 0.42 -0.15 0.62 -0.76
P 2.182150 -0.154099 -0.324758 -2.14 1.97 1.22 0.90
H -0.721057 1.760735 2.467446 0.77 0.36 0.02 0.28
H 0.624667 2.852867 1.703815 2.10 3.22 0.87 0.46
H -1.366029 -0.168276 1.237279 -0.39 0.26 0.78 0.54
H -1.845635 -2.286562 -0.111886 -0.16 -0.19 -0.73 0.29
H -0.503795 -2.238325 -1.297407 0.18 -0.83 0.22 0.31
H -2.063923 -2.056043 -1.914080 -1.43 -0.33 -1.14 0.45
H -2.161915 0.076979 -1.093795 -0.14 1.24 0.32 0.47
H -0.460272 -0.157596 -1.612478 0.00 0.64 -0.57 0.21
```
Forces are in eV/Å.

---

Values of max |F|, in order: 0.5; 5.4, all in eV/Å.